1.
{
  "formula": "C4H3N3O",
  "method": "ωB97M-V with the def2-TZVPD basis set",
  "de_lowest_ev": 4.2254,
  "energy_ev": -10709.4254,
  "smiles": "O=Cc1nccnn1",
  "gap_ha": 0.3334,
  "multiplicity": 1,
  "symbols": ["C", "C", "C", "C", "H", "H", "H", "N", "N", "N", "O"],
  "positions_angstrom": [[2.012601, 0.616750, -0.506701], [0.711653, 0.330661, 0.119197], [-1.296041, -0.592723, -0.595437], [-1.661213, -0.389953, 0.756039], [2.966313, 0.743624, 0.319661], [-1.827783, -1.075765, -1.487754], [-2.386395, -1.043649, 1.206558], [0.005101, -0.245981, -0.961830], [-0.840648, 0.061835, 1.697307], [0.388004, 0.731758, 1.299017], [1.928407, 0.863443, -1.846057]],
  "forces_ev_per_a": [[1.9, 3.0, -5.1], [0.0, -0.1, -3.8], [4.0, 1.0, -2.8], [1.6, -1.6, 1.3], [-2.2, -0.3, -2.9], [0.2, 0.8, 1.9], [-1.0, 0.3, -0.1], [-4.7, -1.4, 3.6], [0.8, 2.3, -1.3], [-2.7, -2.9, 0.8], [2.2, -1.2, 8.5]]
}

---

2.
{
  "formula": "C4H3N3O",
  "method": "ωB97M-V with the def2-TZVPD basis set",
  "de_lowest_ev": 5.0499,
  "energy_ev": -10708.6009,
  "gap_ha": 0.3533,
  "multiplicity": 1,
  "symbols": ["C", "C", "C", "C", "H", "H", "H", "N", "N", "N", "O"],
  "positions_angstrom": [[-1.800581, -0.924349, 0.051743], [-0.527593, 0.552865, 0.028559], [1.626440, 0.855361, 0.237116], [-0.349715, -0.781467, -0.293912], [-2.780156, -0.990072, -0.686132], [-2.043743, -1.350829, 0.959324], [2.630526, 1.345776, 0.889751], [0.468480, 1.476287, 0.374527], [1.918979, -0.371358, -0.294358], [0.764278, -1.212573, -0.630616], [-1.695013, 0.441771, 0.318645]],
  "forces_ev_per_a": [[-3.4, -0.7, -3.7], [9.6, 2.6, 1.1], [3.9, -1.4, 1.2], [0.8, 1.0, -1.1], [3.0, -0.6, 1.4], [-0.3, -1.6, 1.8], [-3.1, -1.2, -2.5], [-3.7, -1.8, -0.8], [-2.7, 0.6, 0.1], [4.7, -1.4, -0.1], [-8.9, 4.5, 2.7]]
}

---

3.
{
  "formula": "C4H3N3O",
  "method": "ωB97M-V with the def2-TZVPD basis set",
  "de_lowest_ev": 5.2030,
  "energy_ev": -10708.4478,
  "smiles": "c1cc2cnnn2o1",
  "gap_ha": 0.3671,
  "multiplicity": 1,
  "symbols": ["C", "C", "C", "C", "H", "H", "H", "N", "N", "N", "O"],
  "positions_angstrom": [[1.692017, -0.360258, -0.035440], [1.105455, 0.776773, -0.178042], [-0.306809, 0.389096, -0.151247], [-1.606018, 0.703017, 0.012891], [2.718187, -0.646152, 0.448808], [1.825830, 1.521923, -0.055876], [-2.149583, 1.751772, 0.201247], [-2.254091, -0.307385, -0.014056], [-1.568513, -1.516998, -0.123294], [-0.359888, -0.895655, -0.073438], [0.903415, -1.416132, -0.031548]],
  "forces_ev_per_a": [[4.7, -3.1, 2.0], [-1.6, 0.7, 0.2], [3.1, 3.2, 0.4], [0.4, 10.1, 0.3], [-1.8, 0.8, -1.8], [-0.4, 2.3, 0.0], [1.5, -2.4, -0.7], [-7.1, -9.4, -0.1], [0.9, 4.2, 0.8], [1.6, -3.8, -1.1], [-1.4, -2.8, 0.0]]
}